Density functional theory data (the ωB97M-V functional and the def2-TZVPD basis) for a molecular structure, C19H35MnNO2P2 at a distorted geometry.

The geometry in XYZ format:
```
60
C19H35MnNO2P2 the ωB97M-V functional and the def2-TZVPD basis
P 0.5102 -2.2893 1.1097
P -0.1153 1.9840 1.4957
C 0.4478 -0.9035 -0.1618
C 0.5016 0.6076 0.3104
H -0.3308 -1.3861 -0.9099
H 1.4375 -1.0415 -0.6647
H 1.3536 0.5476 1.0275
H 0.9290 1.1915 -0.5407
C -1.6681 2.6223 0.9139
H -2.1378 3.2185 1.7104
H -2.3204 1.7934 0.6234
H -1.5109 3.2731 0.0524
C 1.0634 3.3340 1.2561
H 1.2325 3.5205 0.1935
H 2.0397 3.1369 1.7113
H 0.6519 4.2597 1.6651
C -0.6594 -3.5223 0.4466
H -0.7336 -4.3553 1.1702
H -0.2891 -3.9349 -0.4986
H -1.6730 -3.1237 0.2756
C 2.0549 -3.0567 0.5670
H 2.8440 -2.2983 0.4672
H 1.8874 -3.5319 -0.4066
H 2.3503 -3.8219 1.3035
Mn -0.5236 -0.3446 -2.2215
C 0.3058 1.1242 -3.0650
C -1.1616 1.2404 -2.9968
C -2.0934 0.4839 -3.8854
C -1.6924 -0.9981 -4.2319
C -0.9498 -1.8003 -3.2202
C 0.5083 -1.7656 -3.0525
C 1.4775 -1.0368 -3.9282
C 1.0854 0.4642 -4.1718
C 0.3208 -2.1036 2.8512
H 0.8655 1.9060 -2.5706
H -1.5595 2.1235 -2.4983
H -2.2371 0.9801 -4.8572
H -3.0883 0.4602 -3.4165
H -2.6261 -1.5631 -4.3648
H -1.1551 -1.0385 -5.1880
H -1.4621 -2.5578 -2.6239
H 0.9232 -2.7177 -2.7477
H 1.7103 -1.4734 -4.9085
H 2.4403 -1.0758 -3.3932
H 2.0456 0.9931 -4.2578
H 0.5529 0.5576 -5.1289
H 0.9188 -1.2779 3.2963
H 0.6210 -3.0609 3.3065
H -0.7450 -1.9097 3.1633
O 2.1833 1.4653 3.5314
C 1.0208 1.5803 3.9078
C 0.5031 1.9497 5.2549
C -1.0098 1.6836 5.2159
C -1.3305 1.2748 3.8104
O -2.4139 0.9711 3.3234
N -0.1187 1.3889 3.0687
H 0.9989 1.3795 6.0373
H 0.6990 3.0128 5.4390
H -1.2925 0.8841 5.9123
H -1.5866 2.5766 5.4930
```

Calculated values
**Energy above the lowest of the compared OMol25 structures with the same formula, charge and spin**: 0.0000 eV
**Expectation value of S²**: 4.217
**LUMO level (alpha / beta)**: -5.61 / -5.64 eV
**Spin multiplicity**: 4
**Total charge**: +2
**HOMO (alpha / beta)**: -12.8 / -11.7 eV

Löwdin atomic charge list, values in e, 8 entries: 0.902, 0.974, -0.299, -0.225, 0.052, 0.099, 0.069, 0.074